(1)
{
  "formula": "C33H35BrF6IrN6O7S3",
  "method": "wB97M-V/def2-TZVPD",
  "elements": ["Ir", "Br", "S", "S", "S", "F", "F", "F", "F", "F", "F", "O", "O", "O", "O", "O", "O", "O", "N", "N", "N", "N", "N", "N", "C", "C", "C", "C", "C", "C", "C", "C", "C", "C", "C", "C", "C", "C", "C", "C", "C", "C", "C", "C", "C", "C", "C", "C", "C", "C", "C", "C", "C", "C", "C", "C", "C", "H", "H", "H", "H", "H", "H", "H", "H", "H", "H", "H", "H", "H", "H", "H", "H", "H", "H", "H", "H", "H", "H", "H", "H", "H", "H", "H", "H", "H", "H", "H", "H", "H", "H", "H"],
  "positions_angstrom": [[0.11452, -0.48787, 0.73246], [0.76239, -4.28025, 7.58976], [2.17595, 1.46529, 2.64066], [3.59496, -0.85093, 2.11579], [-1.55851, -0.03427, 2.71230], [5.97511, 0.32295, 2.13941], [3.83694, 3.23375, 3.60490], [3.92526, 3.01448, 1.45350], [5.07885, 0.14684, 0.18289], [2.24991, 4.04181, 2.36577], [5.91342, -1.60092, 1.15266], [2.73057, -0.98087, 0.96022], [1.32246, 4.04933, -3.38829], [3.81610, -1.98577, 2.94661], [1.62493, 1.33503, 1.26903], [0.71281, -1.32803, 3.00458], [0.25704, -2.68793, 1.38052], [1.24476, 1.67497, 3.69648], [-1.49794, -1.37965, -0.05840], [-0.46477, 1.27978, -0.14789], [-3.58884, 1.21826, 3.71657], [-3.38531, 1.43089, 1.35474], [-0.02743, 2.48370, -4.29884], [3.33043, 0.46411, 2.93566], [1.05804, -4.91123, 2.98494], [0.46286, 3.19592, -3.25515], [0.65121, 2.64107, -5.58504], [-0.66641, 2.30196, 0.70844], [-2.98948, 0.97670, 2.54853], [0.75464, -3.44039, 4.87671], [1.94464, 1.84230, -5.65687], [0.10026, -2.18142, -1.59219], [-0.54980, 3.62755, 0.33434], [-2.28076, -0.53089, -0.98017], [-0.13478, 1.60084, -1.40997], [1.15981, -5.79566, 5.21864], [0.76725, -1.12805, -1.02713], [2.45141, -1.29235, -2.73814], [0.90936, -4.52642, 5.71734], [-1.07149, -2.59133, -0.81386], [-1.23025, 1.66156, -4.27688], [0.82014, -3.64550, 3.50358], [0.57818, -2.80174, -2.74307], [1.96316, -0.67733, -1.59244], [-4.66155, 1.99705, 3.66736], [-2.40167, -1.83547, 1.01779], [-4.46241, 2.22039, 1.32632], [3.11780, 3.03451, 2.50995], [-0.96703, 0.18324, -4.53570], [1.24640, -5.98031, 3.84636], [-0.03485, 2.89558, -1.86806], [5.24753, -0.46718, 1.35600], [1.75751, -2.35843, -3.31665], [0.59942, -2.49323, 2.59112], [-5.14619, 2.53685, 2.48856], [-0.21502, 3.93405, -0.96662], [-4.89123, 2.72997, -0.01775], [-0.07843, 4.95564, -1.29666], [2.42897, 1.99203, -6.62167], [-2.53920, 0.40511, -0.49499], [-5.35270, 3.71258, 0.06140], [0.58949, -2.44390, 5.26137], [1.10406, -5.04378, 1.91324], [-3.19476, -1.06764, -1.25361], [1.75875, 0.77596, -5.52260], [0.03809, -3.63998, -3.16885], [2.50612, 0.14287, -1.14516], [-1.89125, -2.97550, -1.43147], [-5.14933, 2.19502, 4.61510], [-4.03278, 2.78375, -0.68525], [-5.62356, 2.05081, -0.45885], [-1.73411, 1.80275, -3.32248], [1.28748, -6.62683, 5.89792], [-1.87504, -0.39513, -4.35785], [-2.94973, -0.99992, 1.43795], [3.37963, -0.94495, -3.17327], [1.46167, -6.96459, 3.45335], [0.05902, 0.77882, -2.07475], [2.14316, -2.84170, -4.20443], [2.62938, 2.17570, -4.87790], [-3.11425, -2.53737, 0.57569], [-1.83350, -2.33300, 1.79347], [-1.90501, 2.04832, -5.04695], [-0.69436, 4.39792, 1.07761], [-0.66272, 0.01192, -5.56856], [-6.01792, 3.17495, 2.47500], [-0.79844, -3.36328, -0.10093], [-0.90231, 2.03652, 1.72128], [-1.70714, -0.34581, -1.88075], [0.86695, 3.70032, -5.72605], [-0.17835, -0.20994, -3.89166], [-0.04819, 2.32506, -6.36010]],
  "charge": 0,
  "largest_force_ev_per_a": 2.3,
  "spin_multiplicity": 2,
  "s_squared": 0.7593,
  "e_homo_ev": [-8.50, -8.20],
  "lumo_energy_ev": [-0.5, -2.6],
  "homo_lumo_gap_ev": [8.04, 5.58]
}

(2)
{
  "formula": "C33H35ClI2NNiOTe",
  "method": "wB97M-V/def2-TZVPD",
  "elements": ["I", "I", "Te", "Ni", "Cl", "O", "N", "C", "C", "C", "C", "C", "C", "C", "C", "C", "C", "C", "C", "C", "C", "C", "C", "C", "C", "C", "C", "C", "C", "C", "C", "C", "C", "C", "C", "C", "C", "C", "C", "C", "H", "H", "H", "H", "H", "H", "H", "H", "H", "H", "H", "H", "H", "H", "H", "H", "H", "H", "H", "H", "H", "H", "H", "H", "H", "H", "H", "H", "H", "H", "H", "H", "H", "H", "H"],
  "positions_angstrom": [[2.92299, -2.16355, 2.82110], [3.75250, -4.31139, -0.26162], [0.51503, -0.93436, 0.76519], [2.95245, -1.89186, 0.40859], [3.22787, 3.20300, 2.57733], [3.58602, 0.62198, -1.18105], [1.89703, -0.90752, -0.69327], [1.98288, 2.61981, 1.54010], [-1.39452, 1.56905, 2.91482], [-2.41302, 3.84683, 2.38124], [-2.00501, -2.39053, -0.56102], [0.52988, 3.02794, 1.89371], [-0.39458, 3.55971, 0.76730], [2.52174, 0.96268, -3.69203], [-3.45478, 4.79663, 2.84850], [1.42293, 1.56412, -0.74000], [-0.86829, -2.64409, 0.25439], [-0.85669, 2.14252, 0.42176], [-2.78745, -4.68478, -0.38963], [2.34930, 1.88192, 0.42046], [3.74771, 1.33145, 0.12628], [-0.42725, 1.81901, 1.89783], [-2.88136, -3.40465, -0.95924], [-2.33516, -1.03117, -1.03139], [1.31658, -1.12988, -3.29264], [-1.62691, 4.23212, 1.32950], [0.28144, -4.28558, 1.80212], [2.32333, 0.82506, -5.06695], [-1.49255, 0.39019, 3.87831], [-0.01136, 1.30619, -0.49772], [2.17553, 0.32443, -1.36516], [0.12545, 4.48030, -0.39157], [-3.81074, -5.75615, -0.61488], [-0.79577, -3.90833, 0.85927], [2.02800, -0.01204, -2.81384], [-2.32648, 2.61151, 3.06564], [4.73640, -2.38749, -0.29566], [-1.75044, -4.89641, 0.52692], [1.83979, -0.33541, -5.61660], [1.25985, -1.29648, -4.66392], [-2.13764, -0.24712, -0.33173], [-3.05628, 2.52508, 3.86407], [2.59085, 1.64935, -5.75243], [-2.00137, 5.12481, 0.82897], [-0.57180, 4.52204, -1.27160], [5.63244, -2.44515, 0.35321], [-1.82108, -0.73947, -2.00783], [0.75923, -2.21969, -5.00859], [-3.91907, -5.98173, -1.67391], [-0.60795, 0.90695, -1.31986], [-3.60243, -6.70710, -0.13217], [4.90847, -1.99173, -1.30348], [4.12967, 0.58512, 0.85158], [-3.42890, -1.03209, -1.30361], [-1.67387, -5.89342, 0.95959], [1.30539, -4.15587, 1.37927], [0.58002, 3.65377, 2.77994], [-1.90630, 2.06793, 0.23000], [1.20548, 4.28560, -0.59428], [4.49939, 2.12229, 0.05342], [3.03902, 1.84837, -3.31689], [1.48989, 2.36215, -1.46090], [-2.52728, 0.26830, 4.27089], [-3.74477, -3.17447, -1.61876], [1.73306, -0.49566, -6.68418], [-3.81852, 5.30825, 1.92651], [-1.09887, -0.51793, 3.44113], [0.80063, -1.86454, -2.70790], [-4.30811, 4.21950, 3.31693], [0.22392, -5.35805, 2.10597], [-4.84382, -5.39376, -0.33463], [-0.86741, 0.59022, 4.74474], [0.35402, -3.71874, 2.75235], [0.01440, 5.53533, -0.00965], [-3.19268, 5.61670, 3.60164]],
  "charge": 0,
  "largest_force_ev_per_a": 4.3,
  "spin_multiplicity": 4,
  "s_squared": 3.9048,
  "e_homo_ev": [-7.11, -7.47],
  "lumo_energy_ev": [-1.0, -1.1],
  "homo_lumo_gap_ev": [6.08, 6.34]
}